[1]
{
  "formula": "C32H65BF3N7O12Si2",
  "method": "ωB97M-V with the def2-TZVPD basis set",
  "elements": ["C", "C", "C", "O", "O", "C", "C", "C", "C", "C", "C", "Si", "C", "C", "O", "N", "C", "C", "O", "Si", "N", "C", "O", "B", "O", "O", "C", "C", "C", "F", "F", "F", "H", "H", "H", "H", "H", "H", "H", "H", "H", "H", "H", "H", "H", "H", "H", "H", "H", "H", "H", "H", "H", "H", "H", "H", "H", "H", "H", "H", "H", "H", "C", "O", "N", "C", "C", "H", "H", "H", "H", "H", "H", "H", "C", "O", "N", "C", "C", "H", "H", "H", "H", "H", "H", "H", "C", "O", "N", "C", "C", "H", "H", "H", "H", "H", "H", "H", "C", "O", "N", "C", "C", "H", "H", "H", "H", "H", "H", "H", "C", "O", "N", "C", "C", "H", "H", "H", "H", "H", "H", "H"],
  "coordinates": [[6.24858, -1.33783, 6.99542], [5.50094, -1.79498, 5.83918], [5.16601, -0.94459, 4.52962], [5.18945, -1.57879, 3.41569], [4.82679, 0.44802, 4.51700], [3.40441, 0.66381, 4.77142], [2.76125, 1.84143, 3.84020], [1.68677, 1.19256, 2.78445], [0.16879, 1.60671, 3.11625], [-0.94604, 0.76825, 2.28619], [-0.69912, -0.79083, 2.61799], [-2.20058, -1.92862, 2.31958], [-1.91355, -3.72202, 2.92912], [-0.39036, -4.21012, 2.91882], [0.56571, -3.68238, 2.28318], [-0.08145, -5.45812, 3.71117], [1.14089, -6.06541, 3.05320], [0.42645, -4.98684, 5.06201], [-3.59626, -1.15011, 3.02313], [-4.98764, -2.19196, 3.06011], [-5.94683, -1.85460, 1.54678], [-7.09194, -2.45163, 1.78274], [-8.18461, -3.06503, 1.76839], [-6.19729, -1.81541, 4.57402], [-5.99135, -2.68025, 5.74787], [-7.21543, -0.78212, 4.54428], [-8.51603, -1.29018, 4.94928], [-9.22785, -0.33832, 6.07116], [-2.48929, -2.04502, 0.39846], [-1.22848, -2.22388, -0.28513], [-3.32112, -3.15914, 0.03293], [-3.10942, -0.85425, -0.11559], [5.72336, -1.02849, 7.97979], [7.40522, -1.24256, 6.95464], [5.14750, -2.89286, 5.84616], [2.85025, -0.34064, 4.66514], [3.30588, 0.96148, 5.89361], [2.22013, 2.56883, 4.53929], [3.59315, 2.31489, 3.21008], [1.89559, 0.06633, 2.79248], [1.88991, 1.55130, 1.70195], [0.02583, 2.75489, 2.99855], [-0.02981, 1.38149, 4.23164], [-2.02144, 1.08368, 2.59508], [-0.80293, 1.03313, 1.16387], [-0.31776, -0.90073, 3.69802], [0.13177, -1.14960, 1.88689], [-2.43660, -3.86934, 3.95501], [-2.48708, -4.42418, 2.20224], [2.09295, -5.47681, 3.35568], [1.03393, -6.18170, 1.91771], [1.31226, -7.13944, 3.46752], [0.91102, -5.84245, 5.65579], [-0.46370, -4.54517, 5.66526], [1.24861, -4.18278, 4.87992], [-4.67988, -3.61731, 3.14407], [-5.55628, -2.11222, 6.44102], [-8.50960, -2.35946, 5.36522], [-9.24608, -1.27676, 4.04539], [-9.44094, 0.69331, 5.61481], [-8.55486, -0.19922, 6.99679], [-10.24606, -0.76029, 6.41255], [2.49771, 5.57146, 2.86623], [2.18627, 4.43510, 2.55879], [2.23948, 6.16436, 4.06989], [2.64331, 7.52520, 4.36073], [1.53880, 5.40951, 5.09016], [3.03336, 6.23337, 2.16612], [3.31566, 7.52086, 5.22274], [1.75511, 8.11848, 4.59346], [3.15809, 7.97145, 3.50801], [2.11466, 4.51242, 5.32961], [0.56220, 5.10617, 4.70352], [1.40634, 6.01159, 5.99042], [1.43555, 1.63589, -0.98373], [1.35515, 0.73101, -0.16971], [2.16617, 1.59870, -2.13411], [2.21262, 2.71694, -3.05505], [2.92246, 0.40214, -2.44837], [0.90091, 2.58992, -0.84295], [1.83865, 2.39044, -4.02748], [3.24783, 3.05104, -3.15460], [1.60123, 3.54738, -2.69649], [2.23577, -0.44626, -2.51478], [3.63894, 0.21171, -1.64509], [3.45362, 0.51998, -3.39403], [0.03034, 5.46407, -4.71790], [1.05626, 5.96381, -4.28958], [-1.21370, 5.62610, -4.17778], [-2.38900, 4.99743, -4.74626], [-1.36436, 6.45377, -2.99696], [0.03210, 4.81739, -5.61081], [-3.10452, 5.77278, -5.03270], [-2.84080, 4.34270, -3.99651], [-2.12980, 4.40708, -5.62698], [-1.01396, 7.46447, -3.22174], [-0.75165, 6.04188, -2.19088], [-2.40869, 6.48871, -2.68307], [2.51028, 0.68409, -5.95962], [3.44174, 1.45198, -5.77844], [2.27499, -0.01525, -7.10581], [1.14282, -0.91176, -7.24526], [3.18503, 0.14093, -8.22310], [1.75897, 0.49165, -5.17559], [1.51080, -1.92147, -7.45665], [0.51855, -0.56933, -8.07551], [0.54455, -0.93173, -6.33165], [4.19041, -0.15092, -7.90887], [3.20357, 1.19148, -8.52515], [2.86943, -0.47778, -9.06443], [0.72403, -4.17552, -8.77301], [1.65444, -3.40856, -8.59327], [0.49016, -4.87562, -9.92000], [-0.64061, -5.77135, -10.05965], [1.40187, -4.71930, -11.03680], [-0.02722, -4.36724, -7.98956], [-0.27287, -6.77920, -10.26893], [-1.26456, -5.43062, -10.88988], [-1.23920, -5.79143, -9.14720], [2.40693, -5.01074, -10.72127], [1.42042, -3.66907, -11.33903], [1.08768, -5.33801, -11.87860]],
  "atomic_forces_ev_per_a": [[-0.2, 0.0, -0.9], [0.3, 1.5, 0.9], [1.9, -3.0, -4.4], [-0.6, 2.8, 4.6], [0.1, -2.7, 0.7], [-1.3, 0.5, 1.2], [-0.2, -1.5, -0.3], [0.3, 0.8, -0.3], [-0.3, -0.3, 0.6], [0.4, 0.6, 0.3], [0.6, 0.4, -1.1], [0.8, 1.6, 1.0], [-0.2, -1.1, 0.1], [2.5, 0.6, -0.8], [-4.3, -1.4, 1.9], [1.4, 1.3, -0.7], [0.9, -1.3, 0.3], [-0.3, 0.7, 0.5], [-0.2, -3.3, -1.0], [0.7, 2.3, -0.9], [-4.9, -3.3, 2.5], [-0.9, -0.8, -2.7], [6.1, 3.6, 0.6], [-1.3, 1.0, 2.6], [0.3, 2.4, -1.1], [0.9, -3.0, 0.2], [-2.6, 0.5, 1.1], [0.4, 0.1, -0.3], [0.0, 0.1, -2.1], [-3.2, 0.4, 1.3], [1.6, 2.3, 0.4], [1.4, -2.8, 0.8], [1.1, -2.4, -1.0], [-2.2, 1.7, -0.4], [-1.0, 2.3, 0.3], [0.7, 1.6, -0.1], [0.2, -0.4, -1.8], [1.0, -0.9, -1.2], [-1.2, -0.4, 1.3], [-0.7, 1.5, -0.1], [-0.2, -0.6, 2.1], [0.4, -2.0, 0.0], [0.3, 0.3, -1.5], [1.9, -0.4, -0.4], [-0.3, -0.9, 1.9], [-0.5, 0.1, -1.5], [-1.3, 0.4, 1.5], [1.2, 0.0, -1.6], [1.0, 0.9, 1.2], [-1.5, -0.8, -1.0], [0.1, 0.5, 1.8], [-0.6, 1.8, -0.5], [-1.0, 1.1, -1.0], [1.6, -0.7, -0.9], [-1.3, -1.2, 0.5], [0.4, -0.2, -0.3], [-0.9, -0.9, -0.7], [0.4, 1.5, -0.7], [1.6, -0.1, 1.3], [0.4, -1.5, 0.7], [-1.0, -0.3, -1.5], [1.7, 0.4, -0.6], [-0.1, 0.0, 0.3], [-0.1, 0.5, 0.2], [0.3, -0.1, -0.8], [-0.1, -0.2, 0.1], [0.0, -0.2, -0.2], [0.0, 0.1, 0.1], [0.0, 0.2, 0.0], [0.1, 0.1, 0.0], [-0.1, -0.1, 0.1], [-0.2, 0.1, 0.1], [0.0, -0.1, 0.2], [0.1, 0.0, -0.2], [0.4, -0.1, -0.6], [0.0, 0.0, -0.5], [-0.6, 0.2, 0.8], [0.0, -0.1, 0.1], [0.0, -0.2, 0.2], [0.0, 0.1, -0.1], [0.1, 0.3, 0.0], [-0.2, 0.1, -0.2], [0.1, -0.1, 0.1], [0.2, -0.1, 0.0], [0.0, -0.2, -0.1], [-0.1, 0.2, 0.1], [-0.2, 0.2, 0.3], [-0.5, -0.1, 0.0], [0.6, -0.2, -0.5], [0.1, 0.2, 0.2], [0.3, 0.0, 0.0], [-0.1, 0.0, 0.0], [-0.1, -0.2, -0.1], [-0.1, 0.0, -0.2], [0.1, 0.1, 0.1], [0.0, 0.0, 0.2], [-0.1, 0.2, 0.0], [0.1, -0.1, -0.1], [0.0, -0.3, -0.8], [-0.1, -0.3, -0.2], [-0.1, 0.5, 1.0], [0.3, -0.1, 0.1], [0.2, 0.2, 0.2], [-0.1, -0.1, -0.1], [-0.3, 0.5, 0.1], [-0.1, -0.1, 0.0], [0.1, 0.2, 0.0], [0.0, 0.1, -0.2], [0.1, -0.1, -0.1], [0.0, 0.0, 0.2], [-0.1, -0.4, -0.5], [0.0, -0.7, -0.6], [0.0, 0.4, 0.9], [0.2, 0.1, -0.1], [0.2, 0.2, 0.2], [0.0, -0.1, 0.0], [-0.2, 0.0, 0.0], [-0.1, -0.2, 0.1], [0.1, 0.1, -0.1], [0.0, 0.1, -0.2], [0.1, -0.1, -0.1], [0.0, 0.0, 0.2]],
  "lowdin_charge": [0.00, -0.06, -0.36, 0.03, -0.09, -0.18, -0.14, -0.19, -0.21, -0.23, -0.24, 0.62, -0.15, -0.39, 0.03, -0.18, -0.13, -0.11, -0.31, 0.59, 0.07, -0.31, 0.09, -0.49, 0.01, -0.04, -0.24, -0.09, -0.39, 0.02, 0.00, 0.01, 0.08, 0.08, 0.12, 0.12, 0.12, 0.08, 0.12, 0.10, 0.09, 0.11, 0.11, 0.11, 0.11, 0.10, 0.09, 0.10, 0.11, 0.09, 0.10, 0.10, 0.10, 0.10, 0.10, 0.02, 0.12, 0.13, 0.13, 0.08, 0.08, 0.08, -0.32, 0.01, -0.20, -0.06, -0.04, 0.13, 0.09, 0.09, 0.08, 0.08, 0.09, 0.09, -0.32, -0.01, -0.18, -0.05, -0.04, 0.14, 0.06, 0.10, 0.07, 0.09, 0.10, 0.07, -0.35, 0.01, -0.21, -0.06, -0.05, 0.13, 0.09, 0.09, 0.08, 0.09, 0.09, 0.09, -0.35, 0.00, -0.19, -0.06, -0.04, 0.12, 0.05, 0.09, 0.09, 0.09, 0.09, 0.09, -0.31, -0.01, -0.20, -0.06, -0.04, 0.14, 0.09, 0.09, 0.09, 0.09, 0.09, 0.09],
  "max_force_ha_per_bohr": 0.138,
  "total_charge": 0,
  "energy_ev": -93818.272
}

***

[2]
{
  "formula": "C4H12N8",
  "method": "ωB97M-V with the def2-TZVPD basis set",
  "elements": ["H", "N", "C", "N", "N", "N", "N", "H", "H", "H", "N", "C", "C", "N", "N", "C", "H", "H", "H", "H", "H", "H", "H", "H"],
  "coordinates": [[2.23594, -2.15998, -1.42602], [2.43264, -1.21705, -1.75302], [2.56094, -0.46335, -0.72285], [2.70642, 0.91716, -0.76040], [2.75235, 1.35621, 0.42308], [2.91202, 0.33089, 1.29089], [2.49519, -0.82290, 0.61925], [2.41760, 0.52249, 2.15543], [3.09991, -1.59496, 0.86128], [-3.26938, 1.23475, -0.08243], [-2.49214, 1.89946, -0.06873], [-1.43255, 1.24239, -0.37103], [-0.08779, 1.90911, -0.47011], [-1.44481, -0.11212, -0.80415], [-2.61152, -0.84313, -0.42424], [-2.45078, -1.43813, 0.91967], [0.36204, 1.95399, 0.55334], [-0.16554, 2.92788, -0.88347], [0.54533, 1.31095, -1.14650], [-0.56737, -0.59949, -0.63181], [-2.73693, -1.58347, -1.10692], [-3.37252, -1.95713, 1.19476], [-2.26383, -0.65703, 1.67924], [-1.62521, -2.15655, 0.95474]],
  "atomic_forces_ev_per_a": [[0.1, -0.2, -0.2], [0.1, 0.8, 1.0], [-0.2, -1.5, -1.5], [-0.1, 1.4, 0.6], [1.3, -0.3, -1.0], [-0.7, 0.6, 0.6], [0.4, -0.6, 0.7], [0.0, -0.1, 0.0], [-0.1, -0.2, 0.0], [-0.1, 0.2, 0.0], [0.9, -0.8, 0.1], [-1.2, 0.5, -0.6], [0.1, -0.4, 0.2], [-0.3, 0.2, 0.6], [0.8, 0.0, 0.5], [-0.1, 0.2, -0.1], [-0.2, 0.1, -0.9], [-0.1, -0.5, 0.3], [-0.2, 0.5, 0.4], [-0.1, 0.0, 0.0], [0.0, 0.2, 0.0], [0.1, 0.0, -0.1], [-0.1, -0.2, -0.5], [0.1, 0.0, 0.0]],
  "lowdin_charge": [0.04, 0.13, -0.54, 0.07, 0.02, -0.03, 0.07, 0.14, 0.14, 0.03, 0.11, -0.50, -0.05, -0.02, -0.13, -0.11, 0.07, 0.09, 0.05, 0.10, 0.11, 0.07, 0.08, 0.06],
  "smiles": "[H]/N=c1/nn[nH][nH]1.[H]/N=C(/C)NNC",
  "relative_energy_kj_mol": 112.5,
  "max_force_ha_per_bohr": 0.042,
  "total_charge": 0
}

***

[3]
{
  "formula": "C3H4BrNO",
  "method": "ωB97M-V with the def2-TZVPD basis set",
  "elements": ["C", "C", "O", "C", "N", "H", "H", "H", "Br", "H"],
  "coordinates": [[-0.69903, -0.42602, -0.74363], [-0.24582, -1.67539, -0.58141], [0.73521, -1.61828, 0.41252], [0.91652, -0.32130, 0.65875], [0.06171, 0.42942, 0.04307], [-1.49716, 0.23876, -1.20462], [-0.72018, -2.59350, -0.78354], [1.60097, 0.14115, 1.36178], [0.03582, 3.42980, 0.95517], [-0.18804, 2.39536, -0.11809]],
  "atomic_forces_ev_per_a": [[-0.8, 2.8, -0.1], [-0.5, 0.8, 1.3], [0.5, -0.5, -0.7], [-1.3, 1.2, -0.1], [0.7, -0.4, -0.3], [0.7, -2.3, -0.2], [0.2, -1.0, -0.3], [0.3, -1.0, 0.0], [-0.3, -0.5, -1.0], [0.4, 0.8, 1.4]],
  "lowdin_charge": [-0.12, -0.07, 0.04, -0.20, -0.02, 0.14, 0.11, 0.14, 0.21, -0.24],
  "smiles": "c1cocn1.Br",
  "relative_energy_kj_mol": 91.4,
  "max_force_ha_per_bohr": 0.058,
  "total_charge": 0
}

***

[4]
{
  "formula": "C2H11BN3O",
  "method": "ωB97M-V with the def2-TZVPD basis set",
  "elements": ["N", "C", "C", "N", "B", "N", "O", "H", "H", "H", "H", "H", "H", "H", "H", "H", "H", "H"],
  "coordinates": [[1.43788, 0.38835, -1.19567], [0.96921, 0.92217, 0.09439], [-0.02222, -0.07312, 0.67903], [0.92019, -1.62028, 0.71055], [-1.36489, -0.21926, -0.04883], [-2.14567, 0.90431, 0.23445], [-1.69829, -1.29995, -0.75759], [2.51132, 0.57060, -1.17420], [1.15687, 0.85464, -2.10248], [0.51380, 1.92121, 0.20408], [1.80274, 1.08808, 0.76785], [-0.14406, 0.18689, 1.70850], [1.79038, -1.38580, 1.22417], [1.10085, -1.60485, -0.30836], [0.33498, -2.34590, 1.30934], [-1.77357, 1.86354, 0.35365], [-2.93515, 1.08532, -0.38601], [-2.45438, -1.23594, -1.31285]],
  "atomic_forces_ev_per_a": [[3.0, 1.5, -0.9], [-0.6, -0.1, -0.1], [3.3, -1.8, 0.7], [-2.2, 2.2, 2.2], [-0.4, 0.6, 0.3], [-1.1, 2.2, -1.4], [1.0, -0.9, 0.1], [-2.4, -0.6, -0.4], [-0.1, -0.5, 1.7], [-0.2, -0.2, -0.9], [0.4, -0.5, 0.1], [-0.2, -0.3, 0.9], [-0.7, -0.4, -0.5], [-0.2, -1.0, 0.3], [1.6, 1.5, -2.5], [0.1, -1.2, 0.5], [-0.2, -0.5, 0.4], [-1.1, 0.0, -0.6]],
  "lowdin_charge": [0.00, -0.26, -0.06, 0.19, -0.72, 0.21, 0.22, 0.13, 0.12, 0.13, 0.12, 0.13, 0.14, 0.11, 0.21, 0.11, 0.11, 0.11],
  "smiles": "NC[C@H]([NH3+])B(N)O",
  "relative_energy_kj_mol": 109.7,
  "max_force_ha_per_bohr": 0.074,
  "total_charge": 1
}